Record 1
Molecular formula: C5H7N
Method: DFT, ωB97M-V/def2-TZVPD

Cartesian coordinates (Å):
H  -0.82699  0.23031  -1.65436
N  1.16501  0.50937  -0.97340
H  2.53176  -1.00278  -0.34220
H  0.65882  -1.84606  1.31185
H  -0.61014  1.70121  -0.68693
H  1.53260  0.60413  -1.90976
C  0.53249  -1.09158  0.54545
H  -2.05365  1.17941  1.06823
C  -0.57781  -0.13691  0.43676
H  -1.99107  -0.38360  2.04491
C  -0.27638  0.66809  -0.80500
C  -1.59656  0.20723  1.22878
C  1.51192  -0.63881  -0.26434

Forces on atoms 1 to 6 (eV/Å):
0.14 0.02 0.14
0.08 -0.06 -0.08
-0.20 -0.05 -0.01
-0.09 0.06 -0.19
0.25 0.02 -0.13
-0.02 -0.05 0.13

Results
- Net charge: 0
- Energy relative to the best compared isomer or geometry (same formula, charge and spin): 1.240 eV
- SMILES string: C=C1C=CNC1
- 2S+1: 1
- E_HOMO: -7.576 eV
- Calculated total energy: -6787.273 eV



Record 2
Molecular formula: C4H4O
Method: DFT, ωB97M-V/def2-TZVPD

Cartesian coordinates (Å):
H  1.16978  1.50641  0.64223
C  -1.07682  -0.53227  -0.16315
C  1.10251  -0.59835  -0.01627
C  0.73974  0.70277  0.08013
O  -0.00626  -1.36787  -0.16170
H  -2.04420  -0.99534  -0.08975
C  -0.67331  0.75474  -0.09421
H  2.04319  -1.13239  -0.03394
H  -1.25462  1.66231  -0.16335

Forces on atoms 1 to 6 (eV/Å):
1.14 0.35 -0.73
-0.20 0.11 -0.18
0.02 0.01 0.15
-0.28 0.16 0.63
-0.06 -0.11 -0.14
-0.02 -0.10 -0.42

Results
- Net charge: 0
- Energy relative to the best compared isomer or geometry (same formula, charge and spin): 0.420 eV
- SMILES string: c1ccoc1
- 2S+1: 1
- E_HOMO: -8.847 eV
- Calculated total energy: -6258.960 eV



Among the records above, which one has the highest energy relative to the best compared isomer or geometry (same formula, charge and spin)?
C5H7N



Look up the energy relative to the best compared isomer or geometry (same formula, charge and spin) of the first one.
1.240 eV



What is the formula in the first record?
C5H7N